1.
A cluster of 9 separate species, C22H65N11O12 in total, computed with ωB97M-V/def2-TZVPD.

Computed properties:
SMILES string   COCCNCCOC.COCCNCCOC.COCCNCCOC.NC(N)=O.NC(N)=O.NC(N)=O.NC(N)=O.O.O
E_LUMO   -0.01079 hartree
Strongest force on any atom   5.3 eV/Å
Charge   0
Energy relative to the best compared isomer or geometry (same formula, charge and spin)   58.1 kcal/mol
HOMO   -8.1 eV

Structure (XYZ):
```
110
Properties=species:S:1:pos:R:3:forces:R:3
C -1.299 -0.069 -14.217 -0.39 0.87 0.18
O -1.904 0.177 -12.951 0.09 0.52 -0.25
C -1.800 1.531 -12.453 0.56 -0.38 0.90
C -2.682 1.724 -11.210 -0.05 0.77 -1.97
N -4.064 1.874 -11.625 -0.97 0.91 1.84
C -4.886 2.180 -10.373 -0.57 -0.55 -1.14
C -6.414 2.288 -10.602 0.42 0.99 -0.58
O -6.789 3.681 -10.768 -0.49 0.06 -0.17
C -8.206 3.989 -10.821 0.76 -1.36 0.64
H -1.380 -1.138 -14.412 0.27 0.03 0.10
H -0.280 0.307 -14.309 0.32 -0.32 0.42
H -1.834 0.473 -14.996 -0.32 -0.01 -0.23
H -1.991 2.335 -13.163 -0.62 -0.39 -0.52
H -0.768 1.716 -12.156 0.40 -0.31 0.11
H -2.411 2.727 -10.878 0.43 -0.17 0.70
H -2.513 0.942 -10.469 0.22 0.08 0.26
H -4.394 0.973 -11.940 -0.22 -0.10 -0.17
H -4.565 3.091 -9.868 0.26 0.07 -0.23
H -4.778 1.351 -9.674 0.26 -0.13 0.28
H -6.931 1.863 -9.742 -0.17 0.03 0.09
H -6.678 1.721 -11.495 -0.14 -0.12 -0.06
H -8.747 3.167 -10.351 -0.16 0.02 0.34
H -8.657 4.031 -11.812 0.53 0.24 -0.42
H -8.398 4.909 -10.269 0.20 0.02 -0.13
C -2.851 -12.175 -19.441 -0.50 0.33 0.22
O -3.245 -11.413 -18.317 -0.34 0.50 0.83
C -2.687 -10.117 -18.308 0.77 0.98 0.63
C -3.051 -9.190 -17.101 -3.08 -0.54 -1.13
N -4.491 -8.786 -17.268 0.02 0.18 1.53
C -4.996 -7.655 -16.414 -0.23 -0.16 -1.19
C -4.692 -7.678 -14.955 0.32 -0.97 1.85
O -5.522 -6.772 -14.213 0.17 1.19 0.04
C -5.202 -6.555 -12.803 0.31 -0.91 -0.75
H -1.822 -12.502 -19.295 0.10 -0.09 -0.46
H -3.023 -11.598 -20.350 0.53 0.20 -0.24
H -3.536 -13.016 -19.553 0.18 -0.16 0.46
H -2.930 -9.623 -19.249 -0.20 0.30 -0.17
H -1.598 -10.120 -18.258 0.43 -0.57 -0.26
H -2.522 -8.239 -17.058 1.10 -0.43 -0.08
H -3.030 -9.776 -16.182 0.54 0.20 0.09
H -4.679 -8.575 -18.237 -0.03 0.12 0.03
H -6.083 -7.661 -16.503 -0.02 0.15 -0.18
H -4.623 -6.682 -16.733 -0.02 0.33 -0.59
H -3.647 -7.425 -14.776 0.28 0.01 0.10
H -4.863 -8.676 -14.550 0.10 -0.32 0.04
H -5.593 -5.616 -12.411 -0.47 -0.06 -0.56
H -4.129 -6.497 -12.622 0.25 -0.16 -0.29
H -5.592 -7.395 -12.229 -0.07 0.05 0.10
C -9.490 -2.990 -13.831 -1.21 -0.37 -0.20
O -10.729 -2.799 -14.610 1.49 0.66 0.97
C -11.608 -1.919 -13.917 -0.81 0.17 -0.66
C -12.345 -0.993 -14.906 1.39 -0.11 1.16
N -13.237 -1.650 -15.829 -0.84 1.57 0.36
C -13.876 -0.592 -16.666 -0.02 -1.73 -1.43
C -14.660 -1.322 -17.784 0.21 -0.68 0.26
O -13.841 -2.198 -18.574 0.32 -0.31 -0.30
C -13.765 -3.609 -18.185 -0.20 2.10 0.90
H -8.652 -3.267 -14.471 -0.34 -0.11 -0.22
H -9.694 -3.764 -13.092 0.25 -0.21 -0.01
H -9.195 -2.113 -13.254 -0.23 0.24 -0.27
H -11.086 -1.315 -13.175 0.28 0.23 -0.14
H -12.365 -2.455 -13.345 -0.09 -0.49 -0.02
H -11.579 -0.401 -15.407 0.45 0.03 -0.53
H -12.804 -0.221 -14.289 -0.81 -0.22 0.02
H -12.680 -2.221 -16.449 0.16 0.15 0.02
H -13.102 0.017 -17.132 0.10 0.36 -0.05
H -14.592 0.054 -16.158 0.21 -0.17 0.53
H -15.172 -0.663 -18.485 0.34 0.34 0.01
H -15.461 -1.877 -17.296 -0.07 -0.35 0.12
H -14.796 -3.950 -18.096 0.18 -0.60 -0.15
H -13.290 -3.599 -17.204 -0.27 -0.81 0.02
H -13.109 -4.165 -18.854 -0.47 0.27 -0.34
N -4.198 -1.358 -13.958 3.89 0.92 -2.98
C -5.112 -1.330 -13.059 -1.40 -0.84 0.99
N -6.003 -2.268 -13.125 -2.49 -2.39 -0.54
O -5.218 -0.532 -12.158 0.42 2.57 2.20
H -4.077 -2.109 -14.622 -0.36 0.20 0.41
H -3.429 -0.716 -13.832 -0.22 0.04 0.10
H -6.605 -2.343 -12.318 -0.27 -0.48 -0.09
H -5.858 -2.988 -13.819 -0.42 -0.22 0.34
N -9.976 1.891 -13.856 -2.22 2.70 -3.28
C -9.261 1.139 -13.062 -1.49 0.04 1.13
N -8.341 0.451 -13.635 3.16 -2.26 -2.93
O -9.529 1.015 -11.906 -0.49 0.20 3.93
H -10.659 2.582 -13.578 0.27 -0.55 0.63
H -9.872 1.858 -14.860 0.27 0.05 0.25
H -8.471 0.337 -14.630 0.75 -0.28 0.12
H -7.788 -0.231 -13.136 -0.09 0.12 -0.03
N -3.438 -1.156 -9.084 4.62 2.11 -0.64
C -4.534 -1.661 -8.593 -0.01 -0.85 -0.14
N -5.417 -1.753 -9.551 -3.30 -0.62 -1.33
O -4.560 -2.035 -7.457 -1.15 -0.81 2.69
H -3.230 -1.089 -10.070 -0.03 0.01 0.33
H -2.703 -1.090 -8.395 0.16 0.07 -0.51
H -5.229 -1.243 -10.402 -0.59 -0.10 -0.22
H -6.338 -2.137 -9.389 0.31 0.10 -0.13
N -9.488 -1.345 -10.392 -2.13 4.22 -2.18
C -8.749 -2.348 -10.093 -2.52 -0.27 1.90
N -9.118 -2.822 -8.916 0.57 -1.96 2.21
O -7.969 -2.869 -10.804 4.10 -1.88 -2.84
H -10.275 -1.064 -9.825 0.45 0.21 -0.29
H -9.203 -0.733 -11.144 -0.44 0.38 0.06
H -8.608 -3.663 -8.688 -0.69 0.06 0.85
H -9.856 -2.358 -8.406 0.58 -0.73 0.37
O -4.829 -3.963 -14.988 -0.18 -0.16 -0.14
H -4.013 -3.901 -15.485 0.33 0.34 -0.33
H -4.922 -4.896 -14.795 -0.49 -0.76 0.22
O -2.519 -3.346 -16.353 -0.16 0.03 -0.11
H -2.263 -4.268 -16.380 0.26 -0.34 -0.19
H -1.744 -2.892 -16.023 0.23 0.22 0.11
```
Positions in Å, forces in eV/Å.

=====

2.
A cluster of 7 separate species, C22H65N6O7 in total, computed with ωB97M-V/def2-TZVPD.

Computed properties:
E_LUMO   -0.06603 hartree
Strongest force on any atom   1.9 eV/Å
Charge   +1
Energy relative to the best compared isomer or geometry (same formula, charge and spin)   0.0 kcal/mol
HOMO   -11.3 eV

Structure (XYZ):
```
100
Properties=species:S:1:pos:R:3:forces:R:3
N -0.858 -0.063 -0.596 -1.47 0.23 -0.60
H -1.857 0.242 -0.449 0.52 -0.10 0.41
H -0.529 -0.423 0.314 0.33 0.37 0.11
H -0.375 0.818 -0.844 0.18 -0.73 0.25
H -0.883 -0.784 -1.357 0.50 0.00 0.06
C -0.072 2.284 -2.993 0.46 -0.53 0.80
C 0.231 3.195 -1.815 0.41 0.84 -0.49
O -0.137 2.619 -0.571 -0.31 -0.01 -0.14
O 0.751 1.112 -2.914 -0.14 0.40 -0.34
H 0.088 2.847 -3.914 -0.05 -0.07 -0.07
H -1.084 1.881 -2.967 -0.19 0.35 -0.04
H -0.242 4.170 -1.986 -0.28 -0.14 0.17
H 1.309 3.404 -1.796 0.01 -0.15 -0.17
H 0.137 3.209 0.137 0.01 -0.07 0.03
H 1.670 1.410 -2.896 -0.01 -0.08 0.04
C -2.918 -2.775 -3.420 0.55 0.06 0.22
C -1.566 -3.273 -2.902 0.60 -0.24 -0.12
C -0.907 -4.212 -3.932 -0.40 -0.33 0.23
O -0.690 -3.452 -5.090 -0.01 0.36 -0.11
C -0.200 -4.165 -6.199 -0.51 -0.37 -0.46
N -0.695 -2.128 -2.588 0.34 0.06 -0.41
H -3.368 -2.088 -2.705 -0.12 -0.16 0.12
H -3.582 -3.611 -3.628 -0.10 0.07 0.02
H -2.750 -2.209 -4.337 -0.06 -0.12 -0.09
H -1.644 -3.832 -1.966 -0.36 -0.09 -0.06
H -1.589 -5.072 -4.019 -0.23 0.17 -0.73
H 0.031 -4.710 -3.651 0.18 0.48 0.56
H -1.011 -4.782 -6.603 0.22 -0.35 0.09
H 0.679 -4.770 -5.961 -0.05 -0.07 0.11
H 0.058 -3.489 -7.014 0.09 0.33 0.34
H -0.540 -1.618 -3.460 -0.08 0.04 0.05
H 0.225 -2.525 -2.400 0.01 0.17 0.21
C 5.761 2.403 0.141 0.57 -0.02 -0.61
C 4.366 2.776 0.588 0.41 -0.08 0.78
C 3.398 1.595 0.406 0.09 0.71 0.82
O 3.300 1.151 -0.923 -0.92 0.50 -0.07
C 2.582 -0.067 -0.980 1.05 -1.04 -0.03
N 4.439 3.073 2.029 -0.51 -0.94 0.20
H 5.813 2.094 -0.904 -0.20 0.13 -0.02
H 6.149 1.559 0.716 -0.26 -0.01 0.19
H 6.487 3.208 0.270 -0.18 0.15 0.02
H 3.957 3.693 0.155 0.18 -0.32 -1.00
H 2.445 1.954 0.829 -0.34 -0.24 -0.38
H 3.695 0.763 1.055 0.33 0.01 0.06
H 1.665 -0.146 -0.388 0.09 0.59 -0.02
H 3.264 -0.841 -0.604 -0.16 -0.19 0.07
H 2.371 -0.323 -2.017 -0.01 0.15 0.08
H 5.197 3.685 2.287 -0.01 0.15 -0.20
H 3.556 3.445 2.349 0.13 0.20 0.11
C -1.701 -0.214 3.440 0.25 0.92 -0.22
C -0.551 0.730 3.039 -0.38 -1.23 0.47
C 0.304 1.103 4.259 -0.70 0.39 -0.72
O 1.312 1.942 3.722 0.03 -0.08 0.63
C 2.156 2.501 4.690 0.72 1.10 0.40
N 0.259 0.020 2.032 1.32 0.19 1.23
H -2.354 0.274 4.165 -0.10 -0.14 -0.01
H -1.310 -1.135 3.873 0.03 -0.02 0.00
H -2.264 -0.452 2.537 -0.14 -0.13 0.10
H -0.916 1.645 2.563 -0.17 0.03 0.26
H 0.706 0.226 4.781 0.23 -0.16 -0.28
H -0.322 1.614 5.001 0.11 0.32 -0.04
H 1.661 3.135 5.436 -0.56 -0.37 -0.02
H 2.817 3.213 4.198 0.12 -0.29 -0.19
H 2.789 1.795 5.236 -0.16 -0.33 -0.18
H 1.083 0.634 1.967 -0.23 -0.01 -0.72
H 0.743 -0.723 2.580 -0.68 -0.05 -0.74
C -4.068 1.027 -2.167 1.28 0.03 0.01
C -3.759 1.905 -0.944 -0.93 0.17 -0.95
C -4.959 2.784 -0.612 -0.59 0.14 0.83
O -5.075 3.884 -1.470 0.43 -0.12 -0.27
C -5.808 4.981 -0.941 1.24 0.07 -0.28
N -3.400 1.033 0.175 -0.57 0.01 0.48
H -4.671 0.176 -1.850 -0.33 0.11 -0.24
H -3.132 0.620 -2.568 0.02 -0.22 0.14
H -4.479 1.561 -3.021 -0.45 0.15 0.32
H -2.932 2.591 -1.139 0.13 -0.12 -0.04
H -4.842 3.117 0.432 0.08 0.23 -0.03
H -5.902 2.217 -0.616 0.09 -0.27 -0.07
H -6.879 4.788 -0.952 -0.06 0.16 0.23
H -5.516 5.829 -1.560 -0.55 -0.03 -0.26
H -5.383 5.247 0.033 -0.56 -0.23 0.33
H -3.513 1.570 1.034 0.48 -0.02 0.02
H -4.111 0.310 0.290 0.03 -0.03 -0.27
C 0.147 -4.248 3.060 0.16 0.35 -0.77
C 0.843 -3.801 1.748 0.48 0.46 1.38
C 2.163 -3.079 2.043 0.96 0.36 -1.55
O 2.020 -1.971 2.896 -0.34 -0.12 1.05
C 3.231 -1.482 3.448 0.20 -0.86 -0.01
N 1.179 -4.942 0.885 -0.71 0.24 0.27
H -0.759 -4.821 2.862 0.03 -0.05 -0.17
H -0.155 -3.385 3.653 0.25 -0.07 0.23
H 0.850 -4.893 3.588 -0.10 0.10 0.34
H 0.272 -3.000 1.272 -0.49 -0.57 -0.49
H 2.543 -2.640 1.105 -0.21 -0.38 -0.28
H 2.977 -3.776 2.289 -0.26 -0.03 0.83
H 3.659 -2.284 4.056 0.22 0.15 0.09
H 3.039 -0.623 4.086 -0.24 0.07 -0.13
H 3.952 -1.217 2.671 -0.02 0.11 -0.09
H 1.637 -5.605 1.509 0.28 0.00 -0.23
H 0.295 -5.415 0.700 0.09 0.03 -0.34
```
Positions in Å, forces in eV/Å.

=====

3.
A cluster of 8 separate species, C22H66N6O7 in total, computed with ωB97M-V/def2-TZVPD.

Computed properties:
E_LUMO   -0.05606 hartree
Strongest force on any atom   2.5 eV/Å
Charge   0
HOMO   -4.6 eV

Structure (XYZ):
```
101
Properties=species:S:1:pos:R:3:forces:R:3
N 0.055 0.404 -0.103 -0.41 1.02 -0.16
H 0.352 0.573 0.847 0.14 -0.35 0.55
H 0.138 -0.549 -0.426 0.26 -0.40 -0.10
H 0.523 1.085 -0.684 0.81 0.02 -0.63
H -0.903 0.709 -0.203 -1.21 -0.11 0.12
C -4.579 1.568 -4.509 0.16 0.28 1.31
C -4.773 2.461 -3.236 -0.04 -1.29 0.24
O -4.687 1.764 -2.055 0.35 0.21 -0.43
H -3.591 1.119 -4.409 0.18 -0.10 -0.34
H -4.688 2.137 -5.432 0.02 -0.07 -0.19
H -5.313 0.767 -4.419 -0.07 -0.04 -0.29
H -5.753 2.911 -3.395 -0.78 0.39 0.11
H -4.083 3.302 -3.292 0.61 0.51 -0.15
O -6.835 -0.080 3.079 -0.12 -0.21 0.06
H -6.209 0.319 2.474 0.10 0.12 -0.32
H -6.622 0.301 3.931 0.00 0.09 0.21
C 1.598 -4.767 -4.729 1.57 -1.06 -0.31
C 0.340 -5.501 -4.301 -0.31 0.70 0.87
C 0.533 -7.017 -4.418 -0.94 0.21 -0.56
O -0.636 -7.662 -3.888 0.62 -0.21 0.15
C -0.456 -9.054 -3.669 0.50 -0.24 -0.69
N 0.005 -5.086 -2.912 0.47 -0.53 -0.65
H 2.470 -5.369 -4.477 0.12 -0.63 0.60
H 1.889 -3.863 -4.195 -0.96 0.41 -0.44
H 1.806 -4.772 -5.799 -0.70 0.80 -0.23
H -0.554 -5.198 -4.846 0.25 -0.10 -0.58
H 1.471 -7.361 -3.984 -0.02 0.02 0.79
H 0.673 -7.241 -5.475 -0.29 -0.27 -0.38
H 0.455 -9.265 -3.108 0.04 0.17 0.42
H -0.311 -9.588 -4.608 -0.04 0.05 -0.41
H -1.303 -9.551 -3.196 -0.14 0.68 0.20
H -0.912 -5.479 -2.757 -0.23 -0.04 0.38
H 0.631 -5.675 -2.382 0.07 0.08 0.86
C 11.782 2.177 1.246 -0.93 1.46 -0.09
C 10.579 1.197 1.225 0.74 0.84 -0.39
C 9.683 1.463 -0.025 1.02 0.11 -0.63
O 8.351 0.963 -0.077 0.38 0.11 -0.01
C 8.277 -0.438 -0.244 -0.31 -0.39 1.10
N 11.164 -0.117 1.426 -1.28 -0.71 0.36
H 12.585 1.961 1.951 -0.14 -0.70 -0.30
H 11.503 3.190 1.534 -0.57 0.10 0.25
H 12.154 2.402 0.247 0.38 -0.70 -0.20
H 9.888 1.360 2.052 0.29 0.13 0.41
H 10.214 1.156 -0.926 0.26 -0.58 -0.20
H 9.673 2.542 -0.179 -0.65 0.17 0.40
H 8.657 -0.878 -1.166 0.37 0.51 -0.27
H 7.241 -0.766 -0.154 -0.17 0.41 -0.13
H 8.768 -0.910 0.607 0.10 -0.33 -0.17
H 10.343 -0.700 1.500 0.42 -0.80 0.23
H 11.711 -0.491 0.664 0.08 0.37 -0.36
C -7.804 -6.303 -1.819 0.51 0.06 -1.01
C -7.647 -4.849 -2.378 -0.82 -2.23 0.78
C -9.023 -4.212 -2.608 0.56 -0.13 -0.89
O -9.729 -4.811 -3.721 0.11 0.47 0.58
C -11.001 -4.197 -3.919 -0.16 -0.89 0.02
N -6.770 -4.116 -1.456 -0.60 0.26 -1.07
H -8.127 -6.403 -0.783 0.02 0.49 0.09
H -6.834 -6.789 -1.927 0.12 -0.01 0.31
H -8.474 -6.923 -2.416 -0.25 0.28 -0.15
H -7.163 -4.928 -3.352 0.18 0.08 0.02
H -8.799 -3.182 -2.886 -0.45 0.45 0.32
H -9.580 -4.313 -1.677 -0.40 0.31 0.03
H -11.558 -4.724 -4.694 0.45 -0.26 -0.25
H -10.978 -3.155 -4.239 0.35 0.20 0.35
H -11.620 -4.355 -3.035 -0.01 0.49 0.33
H -7.244 -3.967 -0.576 -0.16 -0.12 0.29
H -6.732 -3.201 -1.881 0.57 0.57 0.25
C -0.670 1.109 7.044 -1.05 -0.52 2.10
C -0.343 2.474 6.493 -0.63 -0.69 -0.02
C -0.050 3.523 7.594 -0.03 -0.74 -1.43
O -1.242 3.877 8.222 -0.52 -0.91 -0.03
C -1.092 4.906 9.141 0.49 0.36 0.64
N 0.758 2.240 5.566 -0.42 0.94 0.05
H -0.908 1.141 8.108 0.20 0.52 0.44
H 0.154 0.397 7.035 -0.09 -0.08 -0.64
H -1.631 0.697 6.737 0.41 -0.27 -0.93
H -1.217 2.773 5.914 0.07 0.49 -0.01
H 0.403 4.400 7.132 0.16 0.32 -0.13
H 0.709 3.048 8.216 0.03 0.16 0.77
H -0.756 5.802 8.619 -0.07 0.36 0.13
H -0.349 4.647 9.895 0.34 -0.01 0.10
H -2.004 5.089 9.709 -0.22 -0.06 -0.50
H 1.492 1.803 6.105 0.48 0.13 -0.15
H 1.024 3.178 5.302 0.85 -0.01 -0.45
C 3.447 6.859 -1.110 0.00 0.38 1.21
C 2.480 5.786 -0.524 0.63 0.06 -1.70
C 1.148 6.390 -0.111 0.53 -1.00 0.98
O 1.318 6.753 1.256 0.81 0.34 -0.58
C 0.134 7.323 1.796 1.73 -1.04 -0.05
N 2.408 4.666 -1.504 -0.61 -0.12 0.75
H 3.202 7.182 -2.122 -0.29 -0.48 -0.14
H 4.496 6.563 -1.090 -0.04 -0.31 -0.11
H 3.416 7.788 -0.540 -0.08 0.03 0.34
H 2.821 5.246 0.360 0.46 0.67 0.22
H 0.410 5.588 -0.095 -0.46 0.06 -0.64
H 0.867 7.247 -0.723 -0.25 0.03 -0.10
H -0.109 8.131 1.105 -0.96 0.14 0.56
H 0.466 7.617 2.791 -0.55 0.54 -0.06
H -0.522 6.458 1.894 -1.05 0.62 -0.13
H 3.351 4.306 -1.518 0.04 -0.22 -0.40
H 2.169 4.967 -2.438 0.06 0.19 -0.10
```
Positions in Å, forces in eV/Å.